(1)
{"formula": "C10H10BBrO2", "method": "ωB97M-V/def2-TZVPD", "max_force_ev_per_a": 3.3, "energy_ha": -3136.4414, "de_lowest_kj_mol": 93.3, "e_lumo_ev": -0.2, "smiles": "OB(O)[C@@H]1C=c2ccccc2=C(Br)C1", "homo_energy_ev": -7.178, "gap_ha": 0.25737, "elements": ["O", "B", "O", "C", "C", "C", "C", "C", "C", "C", "C", "C", "Br", "C", "H", "H", "H", "H", "H", "H", "H", "H", "H", "H"], "xyz": [[-2.87084, -2.10956, 0.50782], [-1.60043, -2.26035, -0.03660], [-1.37053, -3.15194, -1.05077], [-0.50716, -1.27929, 0.40372], [-0.83578, 0.06031, -0.11011], [0.13556, 0.96736, -0.41886], [-0.10411, 2.23544, -0.93608], [0.85928, 3.15526, -1.01173], [2.16155, 2.95364, -0.57989], [2.63570, 1.73016, -0.22103], [1.59088, 0.65324, -0.05982], [1.85722, -0.67887, 0.12675], [3.64472, -1.18358, 0.59441], [0.81404, -1.69188, -0.10537], [-3.67434, -2.57839, 0.29847], [-2.12191, -3.69171, -1.06619], [-0.45023, -1.23639, 1.49429], [-1.89405, 0.37024, -0.18718], [-1.16707, 2.51858, -1.18023], [0.66428, 4.15495, -1.48334], [2.91097, 3.67512, -0.60026], [3.69660, 1.73739, -0.08126], [1.09416, -2.69965, 0.32190], [0.76367, -1.82225, -1.14852]], "forces_ev_per_a": [[0.9, 0.5, 0.6], [-1.8, -0.3, -0.4], [1.5, 1.0, 0.6], [0.0, 0.3, 0.9], [-0.3, 1.8, -0.5], [1.3, -2.4, 1.5], [-2.2, 2.0, -0.6], [-1.7, 2.6, -1.3], [1.7, -2.7, 0.5], [-2.7, 0.6, 0.4], [0.8, -1.1, -1.1], [0.7, 2.2, 0.4], [-0.5, -0.2, -0.2], [1.6, -2.0, 1.3], [0.1, -0.4, -0.4], [-1.7, -1.6, -0.7], [-0.3, 0.0, 0.4], [0.6, -0.2, -0.1], [1.3, -0.4, 0.0], [-0.2, -1.0, 0.7], [0.8, 1.6, -0.4], [0.3, -1.1, 0.5], [-0.1, 1.1, -0.4], [-0.1, -0.3, -1.7]]}



(2)
{"formula": "C10H10BrClEuO4", "method": "ωB97M-V/def2-TZVPD", "max_force_ev_per_a": 3.2, "spin_multiplicity": 8, "energy_ha": -4432.3232, "de_lowest_kj_mol": 182.9, "e_lumo_ev": [5.0, 5.0], "total_charge": -2, "homo_energy_ev": [-0.274, -0.279], "gap_ha": [0.19234, 0.19242], "elements": ["C", "C", "C", "H", "C", "C", "H", "H", "H", "H", "Eu", "Br", "C", "C", "C", "H", "C", "C", "H", "H", "H", "H", "O", "Cl", "O", "O", "O"], "xyz": [[-1.43569, -0.89045, -1.88659], [-1.57356, -1.93781, -0.92474], [-2.38060, -1.43473, 0.15387], [-1.26618, -2.98724, -1.08638], [-2.71510, -0.06397, -0.15502], [-2.13543, 0.26092, -1.41538], [-2.23736, 1.20265, -1.95559], [-0.95898, -0.98498, -2.87082], [-2.85530, -2.04349, 0.94619], [-3.33387, 0.60833, 0.45911], [0.13505, -1.07386, 1.78603], [1.41850, -3.35974, 0.66589], [2.41577, 1.40450, 0.17711], [1.55781, 2.16028, -0.68021], [1.31317, 1.39539, -1.84616], [1.15504, 3.17289, -0.47914], [2.01611, 0.16524, -1.71840], [2.68572, 0.16572, -0.45575], [3.38964, -0.61571, -0.12006], [2.85255, 1.76103, 1.13351], [0.70934, 1.69515, -2.71142], [2.09988, -0.61776, -2.49005], [-0.86680, -0.87497, 4.19050], [-0.17124, 0.42263, 4.15206], [-0.62540, 1.38339, 5.10102], [1.22885, 0.05461, 4.23788], [-0.43274, 1.05668, 2.76723]], "forces_ev_per_a": [[-0.6, -0.3, 0.5], [-0.5, 0.4, -0.5], [0.2, 0.3, -0.1], [-0.1, 0.8, 0.3], [0.3, -0.2, -0.3], [-0.1, -1.0, 0.5], [0.2, -0.2, 0.3], [0.0, 0.1, 0.6], [0.4, 0.4, -0.4], [0.4, -0.4, -0.3], [0.1, -0.5, -2.9], [0.3, -0.6, 0.3], [-0.2, 0.4, 0.4], [0.0, 0.2, 0.1], [0.6, -0.3, 0.1], [0.3, -0.8, -0.1], [0.2, 0.3, 0.1], [0.1, -0.3, -0.5], [-0.5, 0.5, -0.1], [-0.4, -0.3, -0.7], [0.2, -0.1, 0.5], [-0.2, 0.4, 0.6], [-0.5, 0.9, 0.3], [-0.5, 1.3, -2.6], [0.3, -0.8, 0.6], [-0.2, 0.8, 0.2], [0.5, -1.1, 2.9]]}



(3)
{"formula": "C10H10BrClO4Pm", "method": "ωB97M-V/def2-TZVPD", "max_force_ev_per_a": 6.6, "spin_multiplicity": 5, "energy_ha": -4330.3832, "de_lowest_kj_mol": 0.0, "e_lumo_ev": [2.1, 2.1], "total_charge": -1, "homo_energy_ev": [-2.909, -2.910], "gap_ha": [0.18352, 0.18571], "elements": ["C", "C", "C", "H", "C", "C", "H", "H", "H", "H", "Pm", "Br", "C", "C", "C", "H", "C", "C", "H", "H", "H", "H", "O", "Cl", "O", "O", "O"], "xyz": [[-1.97693, -0.80195, 0.12936], [-1.99062, -1.33594, 1.44670], [-2.21143, -0.26265, 2.34644], [-1.79789, -2.36170, 1.74113], [-2.33319, 0.94297, 1.60335], [-2.14750, 0.61909, 0.22297], [-2.23845, 1.29643, -0.63525], [-1.79270, -1.34709, -0.79448], [-2.41388, -0.41241, 3.39292], [-2.59154, 1.92511, 1.98964], [0.44425, 0.16961, 1.21709], [1.92658, -2.03584, 0.35021], [2.40711, 0.69026, -2.51984], [1.37202, 1.49740, -3.08902], [0.39387, 0.62227, -3.65751], [1.35523, 2.58643, -3.12712], [0.82490, -0.72551, -3.43405], [2.07021, -0.67940, -2.73763], [2.64445, -1.54168, -2.39931], [3.31551, 1.04535, -2.03464], [-0.50465, 0.92248, -4.19781], [0.32299, -1.63046, -3.77644], [0.27858, 1.38852, 3.25949], [1.00007, 0.15626, 3.66961], [1.28620, 0.06443, 5.04266], [0.17660, -0.96854, 3.18764], [2.18022, 0.17656, 2.80390]], "forces_ev_per_a": [[0.5, 0.6, 0.1], [0.3, 0.7, -0.4], [-0.6, 0.3, -0.9], [-0.1, 0.1, -0.2], [0.3, -0.6, -0.3], [-0.1, -0.5, -0.1], [0.1, -0.3, 0.5], [0.0, 0.1, 0.2], [0.3, 0.3, 0.2], [0.2, -0.2, 0.0], [-2.6, -1.1, -6.0], [-0.4, 0.3, 0.6], [-0.6, -0.4, 0.0], [-0.4, -0.7, 0.0], [0.7, -0.2, 0.4], [0.0, -0.2, 0.0], [0.6, 0.8, 0.2], [-0.6, 0.5, -0.4], [-0.2, 0.3, -0.2], [-0.2, 0.0, -0.1], [0.2, 0.0, 0.2], [0.1, 0.2, 0.1], [0.3, -0.5, 1.3], [0.4, 0.1, 2.2], [-0.1, 0.3, -0.2], [1.0, 0.4, 1.7], [0.5, -0.1, 1.0]]}